Record 1
{
  "formula": "C5H7BrNS",
  "method": "wB97M-V/def2-TZVPD",
  "homo_energy_ev": -13.46,
  "gap_ev": 6.692,
  "relative_energy_ev": 4.336,
  "lumo_ev": -6.7693,
  "total_charge": 1,
  "elements": ["C", "C", "C", "C", "C", "N", "S", "Br", "H", "H", "H", "H", "H", "H", "H"],
  "xyz": [[0.35, -2.91, 0.50], [-0.37, -0.49, -0.97], [0.83, -2.36, 1.58], [-0.65, 2.23, -0.55], [0.43, 1.51, 0.09], [0.29, 0.10, -0.10], [-0.46, -2.28, -0.89], [1.35, -1.99, 3.26], [0.32, -3.92, 0.15], [-1.05, -0.17, -1.77], [-1.41, 1.50, -0.52], [-0.36, 2.34, -1.67], [-1.00, 3.12, -0.11], [0.28, 1.53, 1.15], [1.44, 1.78, -0.16]],
  "mulliken_charge": [0.1139, 0.0182, 0.0471, -1.0597, -0.2329, -0.3404, -0.0442, 0.2362, 0.3645, 0.3445, 0.3047, 0.2679, 0.3557, 0.2772, 0.3473]
}

***

Record 2
{
  "formula": "C24H76F6N13O20S2",
  "method": "wB97M-V/def2-TZVPD",
  "homo_energy_ev": -8.11,
  "gap_ev": 10.010,
  "lumo_ev": 1.8998,
  "total_charge": -1,
  "elements": ["C", "F", "F", "F", "S", "O", "O", "N", "S", "O", "O", "C", "F", "F", "F", "C", "O", "N", "N", "H", "H", "H", "H", "C", "O", "N", "N", "H", "H", "H", "H", "C", "O", "N", "N", "H", "H", "H", "H", "C", "O", "N", "N", "H", "H", "H", "H", "C", "O", "N", "N", "H", "H", "H", "H", "C", "O", "N", "N", "H", "H", "H", "H", "C", "O", "H", "H", "H", "H", "C", "O", "H", "H", "H", "H", "C", "O", "H", "H", "H", "H", "C", "O", "H", "H", "H", "H", "C", "C", "O", "H", "H", "H", "H", "H", "H", "C", "C", "O", "H", "H", "H", "H", "H", "H", "C", "C", "O", "H", "H", "H", "H", "H", "H", "C", "C", "O", "H", "H", "H", "H", "H", "H", "C", "C", "O", "H", "H", "H", "H", "H", "H", "C", "C", "O", "H", "H", "H", "H", "H", "H"],
  "xyz": [[-0.55, 2.36, -0.28], [0.78, 2.70, -0.37], [-0.86, 2.72, 0.94], [-1.30, 2.92, -1.20], [-0.66, 0.53, -0.57], [-1.95, 0.08, -0.12], [-0.29, 0.46, -1.92], [0.59, 0.15, 0.43], [0.72, -1.41, 0.72], [0.36, -2.32, -0.33], [1.92, -1.70, 1.42], [-0.58, -1.71, 1.95], [-0.05, -2.47, 2.97], [-1.13, -0.65, 2.53], [-1.60, -2.41, 1.48], [5.70, -1.94, 0.87], [5.73, -2.35, 2.03], [6.72, -1.22, 0.33], [4.67, -2.16, 0.03], [7.47, -1.05, 1.00], [6.58, -0.67, -0.53], [4.56, -1.53, -0.73], [3.76, -2.31, 0.47], [-5.06, 1.60, 4.46], [-6.21, 1.89, 4.24], [-4.31, 0.52, 3.87], [-4.40, 2.33, 5.52], [-3.30, 0.79, 3.76], [-4.64, 0.42, 2.89], [-3.72, 1.95, 6.14], [-4.84, 3.13, 5.92], [-3.83, -3.21, -1.23], [-4.64, -3.58, -2.02], [-4.18, -2.52, -0.06], [-2.55, -3.34, -1.49], [-3.60, -2.65, 0.76], [-5.17, -2.66, 0.17], [-2.20, -3.54, -2.43], [-1.88, -2.72, -1.09], [3.94, 2.34, 1.92], [4.12, 3.49, 2.10], [4.90, 1.39, 1.96], [2.70, 1.88, 1.64], [5.80, 1.70, 2.29], [4.77, 0.47, 2.28], [1.95, 2.57, 1.54], [2.46, 0.87, 1.51], [0.60, -5.62, 5.18], [1.22, -6.47, 5.77], [-0.19, -5.90, 4.04], [0.42, -4.25, 5.49], [0.02, -6.76, 3.50], [-0.28, -5.17, 3.37], [-0.21, -3.67, 4.95], [0.78, -3.90, 6.43], [4.28, 0.43, -2.48], [5.32, 0.41, -1.84], [3.30, 1.32, -2.34], [3.99, -0.52, -3.45], [2.40, 1.08, -2.68], [3.40, 2.00, -1.58], [2.99, -0.79, -3.55], [4.61, -1.31, -3.37], [1.73, -5.07, -1.19], [1.19, -4.07, -1.97], [2.82, -5.08, -1.37], [1.43, -4.96, -0.14], [1.37, -6.04, -1.60], [0.96, -3.30, -1.41], [7.64, -4.96, 4.48], [8.03, -3.61, 4.29], [7.88, -5.62, 3.64], [8.12, -5.32, 5.39], [6.62, -5.03, 4.60], [7.47, -3.30, 3.59], [1.12, 6.23, 0.94], [-0.19, 6.55, 0.66], [1.55, 7.15, 1.42], [1.24, 5.41, 1.66], [1.70, 6.07, 0.05], [-0.57, 6.02, -0.05], [-5.38, -0.52, -3.14], [-6.34, -1.20, -2.23], [-5.05, -1.23, -3.89], [-5.81, 0.36, -3.63], [-4.53, -0.08, -2.63], [-6.08, -2.13, -2.35], [-4.80, 1.94, -0.72], [-5.57, 1.28, 0.37], [-5.02, 0.14, 1.07], [-3.96, 1.37, -1.08], [-4.41, 2.90, -0.40], [-5.43, 2.12, -1.56], [-6.57, 0.91, 0.05], [-5.85, 2.05, 1.06], [-4.63, -0.39, 0.39], [-0.16, 5.57, -3.45], [-1.41, 6.36, -3.11], [-1.56, 6.58, -1.69], [-0.32, 5.19, -4.42], [-0.10, 4.66, -2.82], [0.75, 6.18, -3.46], [-2.23, 5.76, -3.52], [-1.46, 7.30, -3.63], [-0.93, 7.23, -1.38], [0.88, -2.16, -5.38], [0.10, -3.43, -5.33], [-0.46, -3.82, -4.07], [0.61, -1.32, -4.71], [1.02, -1.72, -6.40], [1.90, -2.41, -5.16], [0.74, -4.22, -5.80], [-0.77, -3.20, -5.96], [0.26, -3.95, -3.49], [-3.62, -4.16, 4.85], [-4.62, -3.00, 4.65], [-4.18, -2.01, 5.54], [-3.63, -4.42, 5.91], [-2.65, -3.74, 4.61], [-3.91, -5.09, 4.34], [-5.61, -3.46, 4.82], [-4.57, -2.56, 3.65], [-4.31, -1.06, 5.19], [-2.12, 0.79, -4.46], [-2.76, 2.15, -4.46], [-1.96, 3.10, -5.09], [-2.18, 0.38, -5.48], [-2.60, 0.13, -3.80], [-1.06, 0.92, -4.18], [-2.86, 2.62, -3.49], [-3.78, 2.17, -4.79], [-1.76, 2.90, -6.02], [3.94, 5.08, -1.26], [5.17, 5.36, -0.46], [4.91, 5.90, 0.80], [3.23, 4.43, -0.78], [4.15, 4.64, -2.25], [3.51, 6.08, -1.51], [5.72, 6.06, -1.07], [5.73, 4.40, -0.42], [4.90, 5.14, 1.41]],
  "mulliken_charge": [0.1313, -0.1084, -0.2206, -0.1277, 0.8879, -0.3512, -0.6376, 0.1419, 0.6804, -0.4937, -0.8489, 0.4774, -0.2628, -0.2341, -0.2795, 0.4530, -0.6676, -0.3104, -0.3377, 0.2242, 0.2858, 0.2717, 0.1780, 0.6447, -0.5845, -0.2053, -0.4212, 0.1641, 0.2360, 0.1918, 0.2104, 0.4014, -0.7439, -0.0636, -0.1746, 0.0565, 0.2316, 0.2093, 0.0497, 0.4334, -0.7325, -0.2336, 0.0477, 0.2161, 0.1732, -0.0894, 0.0440, 0.5082, -0.6088, -0.3876, -0.2837, 0.2691, 0.1826, 0.1627, 0.2108, 0.5864, -0.7209, -0.0810, -0.4332, 0.0715, -0.0313, 0.1903, 0.2860, -0.7426, -0.6449, 0.2601, 0.1812, 0.2828, 0.7017, -0.5571, -0.5090, 0.2325, 0.2381, 0.2671, 0.3202, -0.1487, -0.5641, 0.3086, 0.2172, -0.1244, 0.3615, -0.2447, -0.5671, 0.4267, 0.3689, -0.2674, 0.3299, -0.5027, -0.4685, -0.6213, -0.3903, 0.5403, 0.3770, 0.2535, 0.4974, 0.1689, -0.6288, -0.4364, -0.5946, 0.3478, -0.0785, 0.3643, 0.2515, 0.3745, 0.3312, -0.8432, -0.2499, -0.3908, 0.0187, 0.3944, 0.3480, 0.2498, 0.2820, 0.3222, -0.9259, 0.1702, -0.6199, 0.3521, 0.0358, 0.3709, 0.2523, -0.0511, 0.4191, -0.4659, -0.1025, -0.4878, 0.5060, 0.0690, -0.0340, -0.0917, 0.4156, 0.2567, -0.2933, -0.5408, -0.5612, -0.3066, 0.4345, 0.2624, 0.4115, 0.2247, 0.4230]
}

***

Record 3
{
  "formula": "C9H16N2",
  "method": "wB97M-V/def2-TZVPD",
  "homo_energy_ev": [-8.01, -8.01],
  "gap_ev": [8.039, 8.040],
  "relative_energy_ev": 6.610,
  "lumo_ev": [0.0337, 0.0346],
  "elements": ["C", "C", "C", "C", "C", "C", "C", "C", "C", "N", "N", "H", "H", "H", "H", "H", "H", "H", "H", "H", "H", "H", "H", "H", "H", "H", "H"],
  "xyz": [[-2.09, -0.16, -1.18], [-1.38, 0.95, -1.43], [1.52, -0.49, 1.19], [-0.64, 2.61, 0.22], [-2.47, -0.39, 0.30], [2.07, -0.16, 0.05], [-1.99, -1.83, 0.72], [2.28, -1.29, -0.93], [2.51, 1.08, -0.62], [-1.80, 0.76, 0.86], [-1.28, 1.52, -0.16], [-2.06, -1.00, -1.87], [1.37, 0.30, 1.99], [1.24, -1.50, 1.48], [-0.15, 3.37, -0.41], [-0.68, 2.92, 1.27], [-3.50, -0.27, 0.56], [-1.66, -1.93, 1.71], [-1.12, -2.04, 0.04], [-2.87, -2.63, 0.61], [1.95, -2.31, -0.73], [3.27, -1.57, -1.23], [1.77, -1.08, -1.93], [1.84, 1.26, -1.42], [3.58, 1.02, -0.93], [2.31, 1.88, 0.10], [-2.02, 0.98, 1.73]],
  "mulliken_charge": [-0.5271, -0.8645, -0.8844, -0.4169, 0.4227, 1.0749, -1.2397, -1.5244, -1.2808, -0.2967, 0.5897, 0.4418, 0.1963, 0.3252, 0.3270, 0.2418, 0.3205, 0.3950, 0.2383, 0.2717, 0.3589, 0.4212, 0.2909, 0.3633, 0.3883, 0.2645, 0.1026]
}

***

Record 4
{
  "formula": "C7H28BeN3O9S2",
  "method": "wB97M-V/def2-TZVPD",
  "homo_energy_ev": [-20.44, -20.44],
  "s2": 1.77,
  "gap_ev": [3.059, 3.301],
  "spin_multiplicity": 2,
  "lumo_ev": [-17.3849, -17.1423],
  "total_charge": 4,
  "elements": ["Be", "N", "H", "H", "H", "H", "N", "H", "H", "H", "H", "N", "H", "H", "H", "H", "C", "O", "O", "O", "O", "S", "O", "O", "C", "C", "C", "H", "H", "H", "H", "H", "H", "H", "H", "O", "S", "O", "O", "C", "C", "C", "H", "H", "H", "H", "H", "H", "H", "H"],
  "xyz": [[7.67, -19.77, -9.18], [9.41, -19.61, -13.60], [9.30, -19.38, -12.63], [10.06, -20.37, -13.77], [9.52, -18.77, -14.15], [8.54, -19.95, -13.98], [10.31, -22.71, -11.15], [9.91, -22.95, -12.05], [10.73, -21.80, -11.27], [10.91, -23.39, -10.71], [9.52, -22.66, -10.52], [11.42, -21.09, -7.68], [10.94, -21.97, -7.83], [12.41, -21.26, -7.61], [11.12, -20.66, -6.81], [11.13, -20.52, -8.46], [10.40, -19.41, -10.42], [9.38, -19.10, -11.03], [11.24, -20.18, -10.91], [10.29, -19.27, -9.19], [9.71, -17.03, -14.38], [9.39, -15.65, -14.00], [9.73, -14.53, -14.87], [7.77, -15.64, -13.59], [7.31, -16.65, -12.75], [5.85, -16.81, -13.14], [10.16, -15.33, -12.44], [7.34, -16.40, -11.69], [7.85, -17.58, -12.93], [5.35, -15.85, -13.00], [5.33, -17.62, -12.64], [5.77, -16.83, -14.23], [9.58, -14.45, -12.15], [11.21, -15.05, -12.49], [9.86, -16.21, -11.87], [13.05, -16.43, -10.56], [14.37, -17.07, -10.50], [15.61, -16.40, -10.86], [14.56, -17.60, -8.94], [13.50, -17.42, -7.97], [14.06, -17.80, -6.61], [14.31, -18.74, -11.33], [12.58, -17.98, -8.15], [13.15, -16.38, -7.98], [14.41, -16.91, -6.08], [14.83, -18.56, -6.52], [13.21, -18.16, -6.03], [15.27, -19.20, -11.12], [14.01, -18.67, -12.38], [13.48, -19.18, -10.78]],
  "mulliken_charge": [1.0993, -0.1394, 0.2021, 0.3585, 0.3056, 0.4764, -0.2746, 0.4105, 0.1834, 0.3967, 0.3521, -0.2312, 0.3847, 0.3999, 0.4151, 0.0209, 1.0891, -0.7695, -0.8300, -0.7155, -0.7838, 1.0940, -0.5209, -0.2942, 0.6999, -1.4672, -0.6956, 0.2543, -0.3808, 0.3837, 0.3668, 0.3834, 0.4305, 0.4313, -0.0026, -0.3815, 1.0796, -0.3177, -0.1426, 0.3779, -1.3106, -0.4493, -0.1192, 0.3965, 0.3629, 0.3647, 0.3957, 0.4163, 0.4000, -0.1057]
}

***

Record 5
{
  "formula": "C2H14N2O3",
  "method": "wB97M-V/def2-TZVPD",
  "homo_energy_ev": -9.57,
  "gap_ev": 10.195,
  "smiles": "CNCN.O.O.O",
  "relative_energy_ev": 1.249,
  "lumo_ev": 0.6298,
  "elements": ["C", "N", "C", "N", "H", "H", "H", "H", "H", "H", "H", "H", "H", "H", "O", "H", "H", "O", "H", "H", "O"],
  "xyz": [[-2.27, 0.33, 1.96], [-2.11, -0.29, 0.59], [-1.55, -1.63, 0.85], [-1.48, -2.52, -0.30], [-2.83, 1.25, 1.81], [-2.70, -0.41, 2.62], [-1.30, 0.72, 2.27], [-3.06, -0.39, 0.26], [-2.18, -2.17, 1.56], [-0.56, -1.41, 1.25], [-0.94, -2.07, -1.04], [-0.99, -3.34, -0.01], [-1.19, 1.40, 0.35], [-0.46, 2.37, -0.57], [-0.75, 2.27, 0.35], [2.86, -0.33, -1.42], [2.99, -1.74, -1.92], [3.29, -1.17, -1.21], [3.83, 3.12, -2.35], [4.08, 2.78, -0.94], [3.75, 2.37, -1.74]],
  "mulliken_charge": [-1.0614, -0.4544, -0.4500, -0.6355, 0.3550, 0.3890, 0.3592, 0.1960, 0.3222, 0.3486, 0.2317, 0.2467, 0.5129, 0.3168, -0.6761, 0.3121, 0.3091, -0.6350, 0.3147, 0.3128, -0.6146]
}

***

Record 6
{
  "formula": "C3H15NO5",
  "method": "wB97M-V/def2-TZVPD",
  "homo_energy_ev": -9.07,
  "gap_ev": 9.636,
  "smiles": "C=CN=C.O.O.O.O.O",
  "relative_energy_ev": 2.242,
  "lumo_ev": 0.5658,
  "elements": ["C", "C", "C", "N", "H", "H", "H", "H", "H", "H", "H", "O", "H", "H", "O", "H", "H", "O", "H", "H", "O", "H", "H", "O"],
  "xyz": [[0.10, 2.33, 0.54], [-0.29, 2.11, -0.72], [1.21, 0.90, 2.04], [0.14, 1.32, 1.48], [0.35, 3.29, 0.92], [-0.48, 1.15, -1.11], [-0.39, 2.94, -1.42], [1.19, 0.12, 2.81], [2.27, 1.26, 1.86], [3.04, -0.61, -0.05], [1.58, -0.98, -0.15], [2.28, -0.70, 0.48], [0.69, -2.51, -1.71], [-0.38, -1.91, -0.68], [0.46, -1.62, -1.24], [-2.89, 0.30, 0.91], [-1.59, 0.30, 1.68], [-2.37, -0.21, 1.53], [-1.28, -3.05, 1.06], [-1.85, -1.64, 0.78], [-1.52, -2.47, 0.33], [0.26, 0.57, -3.38], [-0.17, -0.67, -2.59], [-0.37, -0.21, -3.37]],
  "mulliken_charge": [-0.1358, -0.5952, -0.2873, -0.3579, 0.3660, 0.2162, 0.2337, 0.3169, 0.2137, 0.3018, 0.4592, -0.6110, 0.3327, 0.4356, -0.9612, 0.3246, 0.4442, -0.7802, 0.3318, 0.4247, -0.7358, 0.3109, 0.4072, -0.6548]
}

***

Record 7
{
  "formula": "C2H5F2N2P",
  "method": "wB97M-V/def2-TZVPD",
  "homo_energy_ev": -9.65,
  "gap_ev": 10.383,
  "smiles": "CN=[PH](F)F.C#N",
  "relative_energy_ev": 1.680,
  "lumo_ev": 0.7339,
  "elements": ["C", "C", "N", "N", "F", "F", "P", "H", "H", "H", "H", "H"],
  "xyz": [[1.81, -0.15, 0.42], [-1.67, 0.69, -3.05], [1.11, -0.03, 1.66], [-1.27, 0.43, -1.98], [-1.21, -1.59, 1.77], [-1.01, 0.52, 2.95], [-0.44, -0.08, 1.56], [1.96, 0.88, -0.08], [2.71, -0.60, 0.58], [-1.97, 0.63, -4.07], [-1.36, 0.19, 0.53], [1.33, -0.90, -0.29]],
  "mulliken_charge": [-0.7011, -0.0016, -0.3830, -0.3047, -0.3602, -0.2375, 0.7850, 0.2157, 0.3045, 0.2950, 0.1122, 0.2758]
}

***

Record 8
{
  "formula": "CH15O10",
  "method": "wB97M-V/def2-TZVPD",
  "homo_energy_ev": -6.97,
  "gap_ev": 10.038,
  "relative_energy_ev": 1.447,
  "lumo_ev": 3.0729,
  "total_charge": -1,
  "elements": ["C", "O", "O", "O", "H", "O", "H", "H", "O", "H", "H", "O", "H", "H", "O", "H", "H", "O", "H", "H", "O", "H", "H", "O", "H", "H"],
  "xyz": [[-0.48, -0.19, 0.17], [-0.02, 0.11, -0.94], [-1.46, -1.09, 0.17], [0.15, 0.12, 1.15], [-1.82, -1.54, -0.65], [-0.34, -2.47, -2.14], [-0.11, -1.56, -1.73], [0.40, -3.17, -2.39], [-1.05, -1.78, 2.95], [-0.11, -2.00, 3.14], [-0.82, -1.34, 2.21], [1.84, -0.90, 2.98], [0.93, -0.49, 2.63], [2.46, -1.45, 2.50], [1.49, 0.87, -3.05], [0.92, 0.39, -2.50], [2.17, 1.13, -2.27], [2.09, 1.92, -0.15], [1.64, 2.71, -0.49], [1.56, 1.12, -0.12], [-2.10, 1.52, 2.25], [-2.11, 2.08, 1.51], [-1.26, 1.12, 2.12], [-1.66, 1.60, -2.51], [-1.16, 2.21, -2.98], [-1.13, 1.07, -1.86]],
  "mulliken_charge": [0.9106, -0.8520, -0.5644, -0.7412, 0.3742, -0.7368, 0.4637, 0.2730, -0.6907, 0.3848, 0.2882, -0.6904, 0.3528, 0.2771, -0.6932, 0.4716, 0.3595, -0.7071, 0.3159, 0.2559, -0.6504, 0.3164, 0.3563, -0.7208, 0.2680, 0.3791]
}